# 1
The following is a quantum chemistry calculation of C10H11NO3S in the gas phase at a distorted geometry, from the OMol25 dataset.

Its strongest force on any atom is 4.1 eV Å⁻¹. For the LUMO energy (spin up / spin down), the calculation gives -2.0 / -2.0 eV. The calculated total energy comes out at -29011.7461 eV. The charge is 0. The orbital gap (spin up / spin down) comes out at 6.6 / 7.0 eV. The calculation puts the HOMO energy (spin up / spin down) at -8.61 / -8.96 eV.

```
26
Properties=species:S:1:pos:R:3:forces:R:3
C 3.9838 0.8304 -0.3992 0.60 0.81 -0.07
C 3.3454 1.1478 0.7956 -0.16 0.31 0.96
C 3.3030 0.1589 -1.4273 -0.93 1.19 3.14
C 2.0267 0.7400 1.0123 -1.25 -0.02 0.97
C 1.9598 -0.1962 -1.1853 1.61 -1.51 -3.27
C 1.3311 0.0447 -0.0099 -1.25 -0.15 2.30
C -0.7550 -1.4146 -0.5371 -1.98 0.11 0.72
C -2.2393 -1.5707 -0.1732 -1.24 1.62 1.61
C -0.0171 -0.5008 0.2820 1.58 1.27 -1.78
C -3.1739 0.0653 1.4631 -1.91 -0.03 -0.13
N -2.9214 -0.2237 0.0861 0.50 -1.33 -1.62
O -0.4342 -1.9720 -1.5349 1.75 -1.38 -1.97
O -2.5341 0.6396 -2.1660 -0.18 -0.58 -3.13
O -2.0920 2.2122 -0.3283 0.27 -0.45 0.03
S -2.0109 0.8793 -0.8917 -0.60 0.71 3.95
H 5.0288 1.2642 -0.4360 -1.23 -0.99 -0.62
H 3.9794 1.7360 1.5034 -1.11 -0.66 -0.26
H 3.8409 0.0103 -2.2934 0.53 -0.69 -1.99
H 1.3646 0.8538 1.9445 1.73 0.31 -1.15
H 1.4634 -0.8109 -1.9614 0.17 0.67 0.57
H -2.7494 -1.9193 -1.0574 0.05 -0.98 0.13
H -2.3853 -2.1083 0.8073 0.08 -0.08 -1.36
H -0.5909 -0.2148 1.1141 0.11 0.59 1.40
H -2.2967 -0.2182 1.9205 1.94 0.24 2.27
H -3.4440 1.1089 1.4629 0.17 0.36 0.83
H -3.9828 -0.5419 2.0092 0.74 0.67 -1.52
```
Positions in Å, forces in eV/Å.

These are the Löwdin partial charges, in e, on atoms 1 to 2: -0.086 -0.094

# 2
The following is a quantum chemistry calculation of a molecular structure, C2HFO2Yb at a distorted geometry, from the OMol25 dataset.

The expectation value of S² is 0.7509. Its strongest force on any atom is 2.9 eV Å⁻¹. For the LUMO energy (spin up / spin down), the calculation gives 2.4 / 1.9 eV. The calculated total energy comes out at -40427.9643 eV. The charge is -1. The orbital gap (spin up / spin down) comes out at 4.9 / 4.5 eV. The calculation puts the HOMO energy (spin up / spin down) at -2.53 / -2.53 eV. Its spin multiplicity is 2.

```
7
Properties=species:S:1:pos:R:3:forces:R:3
C -1.1593 1.7419 -0.3883 0.50 -1.75 0.65
C -1.2073 0.6104 0.0820 1.85 1.91 -1.04
O -0.4614 2.7501 -0.8993 -0.01 1.25 -0.51
H 0.5567 2.5318 -0.9440 -0.75 -1.14 0.59
Yb 1.0988 -2.0622 0.8619 -1.66 2.20 -0.67
O -0.6911 -0.5048 0.4714 0.26 -2.64 1.04
F 1.8584 1.6056 -0.7241 -0.19 0.17 -0.06
```
Positions in Å, forces in eV/Å.

These are the Löwdin partial charges, in e, on atoms 1 to 2: -0.260 -0.370

# 3
The following is a quantum chemistry calculation of a molecular structure, C24H12Cl5LaN4O2 at a distorted geometry, from the OMol25 dataset.

Its strongest force on any atom is 3.3 eV Å⁻¹. For the LUMO energy, the calculation gives -0.5 eV. The calculated total energy comes out at -98612.4386 eV. The charge is 0. The orbital gap comes out at 7.0 eV. The calculation puts the HOMO energy at -7.41 eV.

```
48
Properties=species:S:1:pos:R:3:forces:R:3
La -0.2379 0.1727 -1.0845 -1.96 1.42 -2.25
O 3.9853 1.3174 -0.6746 -0.24 0.17 0.10
C 2.7712 1.2412 -0.8379 0.41 0.06 0.03
N 2.0416 0.2079 -1.2869 1.18 0.04 0.09
C 2.6380 -1.0374 -1.5570 0.33 -0.72 -0.13
C 3.9997 -1.1969 -1.8095 0.04 0.15 -0.06
C 4.5444 -2.4471 -2.0332 0.00 -0.18 -0.06
C 3.7324 -3.5649 -2.0334 0.20 0.04 -0.07
C 2.3754 -3.4344 -1.8104 -0.16 -0.06 -0.05
C 1.8017 -2.1886 -1.5576 0.80 -0.11 -0.13
N 0.4329 -2.0066 -1.2880 0.34 -1.12 0.10
C -0.3259 -3.0209 -0.8444 0.06 -0.38 0.03
O -0.0256 -4.2003 -0.6878 -0.22 0.15 0.10
C -1.7453 -2.6238 -0.4674 -0.32 -0.36 0.15
C -2.4666 -3.5357 0.3018 0.11 0.02 0.02
C -3.7756 -3.2588 0.6407 0.16 0.19 -0.18
C -4.3364 -2.0823 0.1632 0.05 0.04 -0.02
C -3.5520 -1.2202 -0.5819 -0.35 0.02 0.01
N -2.2740 -1.4631 -0.8848 -0.02 -0.62 0.01
C 1.9552 2.4696 -0.4640 0.24 0.41 0.16
C 2.5982 3.4371 0.3067 0.02 -0.11 0.02
C 1.9308 4.5974 0.6427 -0.15 -0.21 -0.18
C 0.6400 4.7684 0.1607 0.00 -0.06 -0.02
C 0.0641 3.7561 -0.5857 -0.14 0.34 0.02
N 0.6896 2.6149 -0.8855 0.58 0.21 0.00
H 4.6361 -0.3284 -1.8100 -0.03 -0.05 0.00
H 5.6067 -2.5411 -2.2059 0.08 0.00 -0.02
H 4.1508 -4.5462 -2.2063 0.02 -0.07 -0.02
H 1.7462 -4.3079 -1.8113 0.04 0.04 0.00
H -1.9638 -4.4410 0.6081 0.00 -0.01 -0.03
H -4.3495 -3.9430 1.2483 -0.04 -0.04 0.02
H -5.3657 -1.8345 0.3671 -0.09 0.09 0.01
H -3.9798 -0.2995 -0.9638 0.11 -0.01 0.06
H 3.6135 3.2377 0.6165 0.00 0.00 -0.04
H 2.4029 5.3546 1.2514 0.03 0.05 0.02
H 0.0869 5.6716 0.3622 -0.11 0.06 0.01
H -0.9425 3.8794 -0.9708 0.04 -0.10 0.06
Cl 0.5087 -0.3697 1.7798 0.45 -0.32 0.63
C -0.8918 0.6487 1.9805 -0.89 0.65 -0.53
C -1.4480 1.0532 0.7733 -0.99 0.72 2.45
C -2.5673 1.8669 0.8440 0.91 -0.66 0.38
Cl -3.1896 2.3193 -0.7054 -0.63 0.46 -0.46
C -3.1327 2.2778 2.0433 0.05 -0.04 -0.12
Cl -4.5196 3.2859 2.0798 -0.13 0.10 -0.08
C -2.5404 1.8470 3.2333 0.10 -0.07 -0.07
Cl -3.2099 2.3333 4.7355 -0.05 0.04 0.10
C -1.4080 1.0238 3.2153 0.00 0.00 -0.05
Cl -0.7040 0.5118 4.6922 0.19 -0.14 0.02
```
Positions in Å, forces in eV/Å.

These are the Löwdin partial charges, in e, on atoms 1 to 2: 1.936 0.040

# 4
The following is a quantum chemistry calculation of a molecular structure, C23H40ClN5ORu at a distorted geometry, from the OMol25 dataset.

The expectation value of S² is 6.0118. Its strongest force on any atom is 10.1 eV Å⁻¹. For the LUMO energy (spin up / spin down), the calculation gives 4.3 / 4.4 eV. The calculated total energy comes out at -49099.8905 eV. The charge is -2. The orbital gap (spin up / spin down) comes out at 1.9 / 7.3 eV. The calculation puts the HOMO energy (spin up / spin down) at 2.37 / -2.92 eV. Its spin multiplicity is 5.

```
71
Properties=species:S:1:pos:R:3:forces:R:3
Ru -0.0096 0.0131 0.0104 0.71 -0.50 -0.64
Cl 1.2704 -1.5602 -1.3471 -0.44 -0.35 0.46
C -1.8563 1.2604 -3.6810 -0.32 -0.27 0.27
C -1.1684 0.4369 -1.6715 -0.78 0.38 -1.06
N -0.8459 1.2526 -2.7326 -0.11 0.02 0.14
H -3.7711 0.1788 -3.6789 0.07 0.00 0.00
N -2.4135 -0.0544 -2.0037 0.45 -0.05 -0.20
H -1.8075 1.8348 -4.5881 -0.07 -0.12 0.10
C 0.4073 2.0730 -2.8963 -0.37 -0.22 -0.01
C 0.4439 2.6835 -4.3045 0.00 -0.07 0.06
C 0.3891 3.2106 -1.8693 0.02 0.00 -0.11
H -0.3464 3.4257 -4.4564 0.06 -0.14 0.00
H 1.4037 3.1957 -4.4149 -0.09 -0.02 0.03
H 0.3807 1.9173 -5.0838 0.03 0.09 0.09
H 2.5083 1.6553 -3.1359 -0.02 0.02 0.13
H 1.4638 0.2167 -3.2801 0.07 0.23 0.10
H 0.0476 2.8575 -0.8966 0.05 0.03 -0.04
C 1.6197 1.1544 -2.7390 -0.10 0.27 -0.06
H -0.2870 4.0071 -2.1968 0.03 -0.09 0.05
H 1.3970 3.6260 -1.7677 -0.12 0.01 0.01
H 1.7845 0.9015 -1.6910 0.13 0.07 -0.31
C -2.8311 0.4416 -3.2292 0.36 0.32 0.06
C -4.0399 -0.4109 -0.1644 0.22 0.06 0.20
H -4.5025 0.5106 -0.5287 0.00 -0.15 -0.03
H -4.8261 -1.0937 0.1708 0.08 0.08 0.01
C -3.2243 -1.0888 -1.2631 0.34 0.17 -0.33
H -2.7783 -2.7525 0.0422 0.09 0.13 -0.06
C -4.2047 -1.7639 -2.2338 0.19 0.00 0.14
H -3.7179 -2.0979 -3.1554 -0.05 0.07 0.06
H -3.4015 -0.1578 0.6848 -0.05 0.11 0.01
H -1.3830 -1.6723 -0.2488 -0.17 -0.26 0.03
H -5.0466 -1.1093 -2.4825 0.05 -0.13 -0.02
H -4.6027 -2.6517 -1.7345 -0.06 0.10 -0.02
C -2.2591 -2.1405 -0.7032 -0.49 -0.02 -0.37
H -1.9096 -2.7951 -1.5089 0.10 0.13 0.15
C 2.9343 -0.5724 3.1136 -0.37 -0.31 -0.10
N 2.4261 0.0539 1.9861 -0.26 -0.19 0.06
H 2.0619 -2.1930 4.3167 0.05 0.13 -0.08
N 0.9861 -1.4505 2.5854 -0.04 0.22 0.00
H 3.8795 -0.3123 3.5535 -0.07 0.01 0.02
C 3.2300 1.0887 1.2382 -0.13 -0.17 0.37
C 4.2962 1.6831 2.1704 -0.15 -0.03 -0.15
C 3.9197 0.3951 0.0572 0.07 -0.05 0.02
H 5.1171 0.9860 2.3654 -0.09 0.10 0.05
H 4.7217 2.5566 1.6684 0.03 -0.07 0.04
H 3.8661 2.0153 3.1211 0.07 -0.02 -0.08
H 2.8585 2.8728 0.0973 -0.08 -0.08 0.07
H 1.9721 2.8170 1.6394 -0.07 -0.11 -0.07
H 3.2861 -0.3862 -0.3688 0.01 0.20 -0.07
C 2.3122 2.2228 0.7869 0.07 -0.26 0.10
H 4.8518 -0.0737 0.3904 -0.14 0.06 -0.06
H 4.1585 1.1364 -0.7128 0.07 -0.14 0.05
H 1.4319 1.8233 0.2787 0.08 0.21 0.00
C 2.0342 -1.5067 3.4904 0.29 0.31 -0.25
C -0.1403 -3.4179 1.6109 -0.04 0.10 -0.12
H 0.6201 -4.1646 1.8570 -0.05 0.06 0.02
H -1.1126 -3.9124 1.5180 0.14 -0.04 -0.01
C -0.2171 -2.3500 2.7030 0.33 0.32 0.07
H -2.3658 -2.1425 2.6402 0.08 0.05 -0.04
C -0.2036 -3.0537 4.0674 -0.08 0.13 -0.05
H -0.1505 -2.3447 4.9000 0.01 -0.07 -0.12
H 0.1350 -2.9777 0.6518 -0.08 -0.06 0.01
H -1.5003 -0.9156 1.6833 -0.18 -0.09 0.31
H 0.6164 -3.7744 4.1478 -0.11 0.11 0.02
H -1.1440 -3.6038 4.1618 0.09 -0.01 -0.03
C -1.4845 -1.4939 2.6067 0.14 -0.20 0.12
H -1.5333 -0.7923 3.4460 0.04 -0.02 -0.14
C 1.2058 -0.4821 1.6319 0.80 -0.31 1.06
O -2.2903 3.1286 2.4861 2.84 -3.87 -3.05
C -1.6583 2.2653 1.8001 1.99 -2.73 -2.25
N -1.0041 1.3716 1.0899 -5.05 6.93 5.40
```
Positions in Å, forces in eV/Å.

These are the Löwdin partial charges, in e, on atoms 1 to 2: 0.861 -0.023

# 5
The following is a quantum chemistry calculation of C10H20N2O4 in the gas phase, from the OMol25 dataset.

Its strongest force on any atom is 0.6 eV Å⁻¹. For the LUMO energy, the calculation gives 0.7 eV. The calculated total energy comes out at -21866.4209 eV. The charge is 0. The orbital gap comes out at 10.4 eV. The calculation puts the HOMO energy at -9.74 eV.

```
36
Properties=species:S:1:pos:R:3:forces:R:3
C -0.7851 3.9017 -1.6291 0.14 -0.18 0.11
C 0.1445 2.6950 -1.6057 -0.12 0.10 -0.27
C 0.4187 2.1663 -3.0117 0.24 -0.19 0.36
H -0.5230 1.8716 -3.4826 -0.05 0.04 -0.10
H 0.8605 2.9585 -3.6187 -0.03 0.04 -0.10
C 1.3769 0.9739 -3.0055 0.01 0.22 -0.17
N 0.8314 -0.1644 -2.3045 -0.28 -0.10 -0.19
C 1.2957 -0.5715 -1.1044 -0.23 -0.18 -0.14
O 2.2717 -0.1385 -0.5468 0.30 0.11 0.28
O 0.5038 -1.5613 -0.6171 -0.17 0.00 -0.05
C 0.9244 -2.1579 0.6180 0.21 -0.30 0.53
C 1.9749 -3.2311 0.3604 -0.26 0.37 -0.09
H 2.2785 -3.6815 1.3004 0.06 -0.08 0.11
H 1.5722 -4.0006 -0.2941 -0.03 -0.12 -0.05
H 2.8448 -2.7820 -0.1121 0.08 -0.02 -0.01
H 1.3501 -1.3687 1.2504 -0.15 -0.15 -0.08
C -0.3338 -2.7376 1.2729 0.32 0.22 -0.16
N -1.2885 -1.7143 1.6164 -0.09 0.16 -0.35
C -1.4311 -1.2712 2.8880 -0.33 0.17 -0.21
O -0.9655 -1.7963 3.8667 0.19 -0.07 0.41
O -2.2176 -0.1673 2.9126 0.10 -0.13 -0.32
C -2.5016 0.3396 4.2078 0.07 -0.02 0.33
H -3.0575 -0.3966 4.7919 0.03 0.09 -0.02
H -1.5762 0.5799 4.7350 -0.11 0.01 -0.02
H -3.0987 1.2350 4.0557 0.02 -0.04 0.01
H -1.6256 -1.1215 0.8745 -0.03 0.00 0.12
H -0.0627 -3.2454 2.1999 0.00 -0.03 -0.15
H -0.8000 -3.4473 0.5837 0.07 -0.06 0.08
H -0.0305 -0.5679 -2.6352 0.08 -0.05 0.09
H 2.3032 1.2360 -2.4899 -0.04 -0.02 -0.14
H 1.6123 0.6785 -4.0335 0.08 0.04 0.11
H 1.0909 2.9692 -1.1364 0.04 -0.06 0.07
H -0.3032 1.9037 -1.0005 0.06 -0.03 0.06
H -1.7406 3.6416 -2.0802 -0.12 0.03 -0.05
H -0.9692 4.2612 -0.6198 -0.08 0.10 0.06
H -0.3442 4.7114 -2.2066 0.00 0.13 -0.06
```
Positions in Å, forces in eV/Å.

These are the Löwdin partial charges, in e, on atoms 1 to 2: -0.115 -0.269

# 6
The following is a quantum chemistry calculation of a molecular structure, C23H16F2N2O6Ru, from the OMol25 dataset.

The expectation value of S² is 0.7566. Its strongest force on any atom is 0.3 eV Å⁻¹. For the LUMO energy (spin up / spin down), the calculation gives 2.7 / 2.6 eV. The calculated total energy comes out at -47394.2814 eV. The charge is -1. The orbital gap (spin up / spin down) comes out at 7.9 / 7.6 eV. The calculation puts the HOMO energy (spin up / spin down) at -5.21 / -5.08 eV. Its spin multiplicity is 2.

```
50
Properties=species:S:1:pos:R:3:forces:R:3
Ru 0.0109 -0.0054 -0.8769 -0.08 -0.09 -0.26
O 1.6998 -0.9561 -0.4967 0.05 0.22 0.19
C 1.7909 -1.9629 0.3575 0.01 -0.13 -0.14
C 3.0163 -2.1139 1.0316 0.05 -0.05 -0.02
C 3.2389 -3.1530 1.9101 0.02 0.03 -0.01
C 2.2468 -4.1008 2.1497 -0.04 -0.04 0.01
C 1.0381 -3.9726 1.4980 0.04 0.00 0.01
C 0.7732 -2.9196 0.6140 0.01 0.06 0.07
C -0.5475 -2.8856 0.0070 0.04 -0.06 -0.04
N -0.9705 -1.8854 -0.6564 0.06 0.24 0.05
N -2.2289 -1.9474 -1.2165 -0.11 -0.01 -0.03
C -2.5091 -0.8172 -1.8069 0.01 -0.03 0.09
O -1.7246 0.2115 -1.8975 0.01 0.02 -0.01
C -3.8396 -0.6990 -2.4688 0.01 0.02 0.01
C -4.1316 0.4389 -3.2134 0.00 -0.01 0.01
C -5.3626 0.5656 -3.8408 0.00 0.01 -0.01
C -6.3101 -0.4410 -3.7267 -0.01 0.00 0.00
C -6.0224 -1.5775 -2.9810 0.01 0.00 0.00
C -4.7934 -1.7076 -2.3550 0.00 0.00 -0.01
H 3.7845 -1.3778 0.8290 -0.02 0.02 0.00
H 4.1943 -3.2274 2.4159 0.00 0.00 0.00
H 2.4178 -4.9202 2.8353 0.00 0.00 0.00
H 0.2527 -4.7001 1.6723 -0.01 0.00 0.00
H -1.2009 -3.7486 0.1338 -0.01 -0.01 -0.01
H -3.3816 1.2138 -3.2883 0.01 0.01 0.00
H -5.5823 1.4544 -4.4191 0.00 0.00 0.00
H -7.2718 -0.3408 -4.2152 0.00 0.00 0.00
H -6.7609 -2.3639 -2.8856 0.00 0.00 0.00
H -4.5536 -2.5844 -1.7704 0.00 0.00 0.00
O -1.4905 1.7961 2.4570 -0.03 0.08 -0.06
C -0.5923 1.4294 1.7212 0.01 -0.04 0.01
O -0.7542 0.4461 0.8745 -0.11 -0.10 0.14
C 0.7622 2.0757 1.8387 -0.01 0.02 -0.01
C 0.8217 3.4470 2.0523 0.00 -0.03 -0.02
C 2.0411 4.1129 2.1871 0.03 0.00 0.01
C 3.1732 3.3377 2.1306 -0.03 0.02 -0.03
O 4.4851 3.7358 2.2447 0.00 -0.01 0.06
C 5.2605 2.5645 1.9981 0.03 0.02 -0.03
O 4.3864 1.4472 1.9600 0.03 -0.03 0.06
C 3.1127 1.9709 1.9541 -0.02 0.02 -0.06
C 1.9279 1.3054 1.7938 0.00 -0.02 -0.07
H -0.1088 3.9948 2.1117 0.00 0.01 0.00
H 2.0969 5.1831 2.3308 0.00 0.00 0.00
H 5.9786 2.4350 2.8099 0.01 0.00 -0.02
H 5.7700 2.6644 1.0337 -0.02 0.00 -0.01
H 1.8986 0.2417 1.6170 -0.02 0.00 0.03
F 2.1706 1.9350 -1.2353 -0.01 0.03 0.08
C 0.7954 1.8024 -1.4019 0.12 -0.16 0.01
F 0.6268 1.8654 -2.8013 0.01 0.04 0.00
H 0.3654 2.7338 -1.0156 -0.05 -0.01 0.00
```
Positions in Å, forces in eV/Å.

These are the Löwdin partial charges, in e, on atoms 1 to 2: 1.389 -0.228